94
Properties=species:S:1:pos:R:3 method="wB97M-V/def2-TZVPD" spin_multiplicity=6 e_lumo_ha="0.004 / -0.084" largest_force_ev_per_a=5.5 molar_mass_g_mol=805.57 gap_ev="3.19 / 4.96"
Ir 0.5149 -0.2046 -0.2250
C 0.6268 1.6584 -2.6016
C 0.8746 2.2825 -1.3655
C 1.8382 1.4324 -0.6522
Si -0.1864 3.6256 -0.6113
C 2.0721 0.2550 -1.4613
C 1.2044 0.3697 -2.6545
Si 0.6052 -1.0833 -3.6661
H 0.0283 2.0888 -3.3911
H 2.4576 1.6982 0.2055
H 2.9256 -0.4031 -1.3292
Cl 1.7858 -2.2882 2.4679
C -0.8309 -0.5648 -4.7103
C 2.0266 -1.6695 -4.7352
C -1.5717 4.1032 -1.7347
C 0.8708 5.1551 -0.2857
H 2.1385 -0.9450 -5.5548
H 1.8165 -2.6536 -5.1751
H 2.9826 -1.7178 -4.1997
H -1.7177 -0.3570 -4.1055
H -1.0867 -1.3482 -5.4301
H -0.5958 0.3411 -5.2755
H 1.0725 5.6177 -1.2669
H 1.8365 4.9313 0.1916
H 0.3235 5.8848 0.3339
H -1.1840 4.3608 -2.7240
H -2.0949 4.9804 -1.3430
H -2.3036 3.3043 -1.8619
C 0.0329 -2.4241 -2.4481
C -0.8673 2.8681 0.9971
P 0.9595 -2.4876 -0.8416
H 0.0153 -3.4025 -2.9568
H -1.0214 -2.1967 -2.1993
P 0.2585 1.6517 1.8091
H -1.7979 2.3292 0.7308
H -1.1645 3.6722 1.6928
C -0.5646 1.2935 3.4919
C 1.6858 2.8088 2.3707
C 2.7158 -2.9347 -1.4057
C 0.4726 -4.1462 -0.0087
C -0.3879 -4.0010 1.2366
H 1.4594 -4.5573 0.2715
C -0.2445 -5.0951 -0.9546
H -1.1802 -4.6314 -1.2832
H -0.4929 -5.9870 -0.3732
H 0.3502 -5.4054 -1.8176
H 0.1506 -3.4326 2.0016
H -0.5725 -5.0010 1.6531
H -1.3156 -3.4634 1.0180
H 2.9911 -2.1132 -2.0919
C 2.8091 -4.2440 -2.2137
C 3.7432 -2.9676 -0.2561
H 2.1815 -4.2425 -3.1174
H 2.5662 -5.1227 -1.5969
H 3.8540 -4.3587 -2.5494
H 3.9633 -1.9656 0.1341
H 4.6893 -3.3874 -0.6348
H 3.4071 -3.6040 0.5747
H 2.0392 3.1991 1.4014
C 2.8818 2.1583 3.0914
C 1.2348 3.9892 3.2398
H 0.4870 4.6344 2.7633
H 2.1265 4.6061 3.4341
H 0.8639 3.6379 4.2136
H 3.4818 1.5200 2.4300
H 2.5538 1.5851 3.9732
H 3.5457 2.9547 3.4695
C -1.1659 -0.1020 3.5395
C -1.5969 2.3394 3.9014
H 0.2985 1.3277 4.1807
H -2.4294 2.3655 3.1928
H -1.1870 3.3467 4.0079
H -1.9894 2.0385 4.8748
H -1.9967 -0.2022 2.8364
H -1.5483 -0.2650 4.5516
H -0.4270 -0.8776 3.3192
C 2.5624 -0.7255 2.2573
H 3.6580 -0.9041 2.1260
H 2.2575 -0.1677 3.1672
H 2.0407 -0.2484 1.2862
O -1.7334 -1.3508 0.8283
C -2.2373 -0.5225 0.0336
O -1.5266 0.1998 -0.7862
C -3.6859 -0.2018 -0.0008
C -4.0704 0.9420 -0.7120
C -5.3900 1.3844 -0.6429
C -6.3233 0.6544 0.1132
C -5.9401 -0.5175 0.7959
C -4.6128 -0.9437 0.7393
H -3.3182 1.4616 -1.3033
H -5.6738 2.2969 -1.1810
H -7.3567 1.0053 0.1605
H -6.6817 -1.0832 1.3699
H -4.2662 -1.8410 1.2564

103
Properties=species:S:1:pos:R:3 method="wB97M-V/def2-TZVPD" spin_multiplicity=2 charge=+5 de_lowest_kcal_mol=80.7 e_lumo_ha="-0.422 / -0.643" largest_force_ev_per_a=8.1 molar_mass_g_mol=704.91 gap_ev="8.86 / 2.85"
C 8.4570 3.0426 6.8299
C 7.5420 2.6749 8.0757
N 7.5518 1.3348 8.4890
C 8.5524 0.4282 8.5109
C 7.9608 -0.7726 8.9760
N 6.6345 -0.5788 9.1696
C 6.3750 0.6931 8.8762
C 5.6376 -1.4755 9.8168
H 9.5211 2.9337 7.0394
H 8.1495 3.9312 6.2786
H 8.3849 2.2842 6.0503
H 6.4960 2.9590 7.9608
H 7.9870 3.2130 8.9126
H 9.6197 0.5382 8.3877
H 8.3079 -1.7174 9.3674
H 5.3861 1.1254 8.9156
H 5.4550 -2.2423 9.0639
H 4.6281 -1.0678 9.8698
H 6.0858 -1.7952 10.7576
C 5.9121 -1.7282 5.8776
C 6.0097 -3.0587 5.1916
N 5.9855 -3.9475 6.2659
C 4.8869 -4.2057 7.0971
C 4.9583 -5.3618 7.8279
N 6.1051 -5.9563 7.3411
C 6.7032 -5.1281 6.3663
C 6.5902 -7.2780 7.5974
H 5.1069 -1.5438 6.5888
H 5.6682 -0.9048 5.2064
H 6.8867 -1.5307 6.3239
H 6.8831 -3.2418 4.5655
H 5.1050 -3.2970 4.6324
H 4.1222 -3.4451 7.1538
H 4.2582 -5.8483 8.4911
H 7.6237 -5.3430 5.8438
H 7.6735 -7.2022 7.5037
H 6.4200 -7.9839 6.7845
H 6.1851 -7.6664 8.5319
C -0.1665 4.1463 2.3335
C -1.1037 3.0999 3.0435
N -1.5365 3.6720 4.3940
C -1.0588 3.2985 5.6609
C -1.8068 3.9621 6.5557
N -2.7376 4.7126 5.9206
C -2.6070 4.6218 4.5927
C -3.6778 5.7439 6.4437
H 0.6778 4.4953 2.9280
H -0.8548 4.9117 1.9750
H 0.3437 3.7436 1.4585
H -0.6777 2.0997 3.1223
H -2.0154 2.8756 2.4898
H -0.2579 2.5744 5.6840
H -1.7173 3.8387 7.6249
H -3.3917 5.0387 3.9788
H -4.3308 5.3042 7.1976
H -4.4079 6.0799 5.7073
H -3.1895 6.6203 6.8699
C 5.5853 7.1326 5.5489
C 4.4459 7.3939 6.6561
N 4.4342 6.3345 7.7979
C 5.4195 6.0895 8.7131
C 5.0650 5.1103 9.5762
N 3.8680 4.6039 9.2041
C 3.4770 5.5016 8.2031
C 2.9996 3.6590 9.9082
H 5.7741 6.0710 5.3895
H 6.4782 7.4131 6.1077
H 5.5393 7.7590 4.6581
H 3.4738 7.6665 6.2455
H 4.6584 8.3336 7.1659
H 6.2536 6.7756 8.7087
H 5.4121 4.5319 10.4197
H 2.5300 5.4334 7.6882
H 2.9759 3.9341 10.9627
H 3.3059 2.6260 9.7434
H 1.9483 3.8062 9.6612
C -1.2109 2.1556 10.6786
C -0.2413 1.2999 9.8625
N -0.7788 0.4441 8.7220
C -1.9267 0.5465 8.0234
C -1.9595 -0.1127 6.8218
N -0.7086 -0.7506 6.7324
C 0.0507 -0.3285 7.8304
C -0.2168 -1.5824 5.6794
H -1.2295 3.1390 10.2088
H -0.8946 2.0493 11.7163
H -2.1995 1.6979 10.6420
H 0.1119 0.6396 10.6545
H 0.6757 1.7927 9.5392
H -2.7399 1.0796 8.4933
H -2.8129 -0.1108 6.1599
H 1.1255 -0.3679 7.9292
H -0.3392 -1.0868 4.7163
H -0.7471 -2.5330 5.6232
H 0.8264 -1.8737 5.8010
C 3.9780 2.6960 4.6209
F 4.8214 3.6413 5.0258
F 3.2764 3.1397 3.5348
F 4.7287 1.5858 4.3125
S 2.7694 2.1940 6.1663
O 1.8853 1.1019 5.8158
O 3.7448 1.8677 7.2192
O 1.9836 3.4236 6.5520